This record from the Open Molecules 2025 dataset describes C15H14N7O3Re as an isolated structure. The level of theory is ωB97M-V/def2-TZVPD.

CARTESIAN COORDINATES (ANGSTROEM)
Re1 0.02590 -0.09730 0.74090
C1 4.67850 -2.92500 -0.34930
C2 5.04730 -1.64240 0.05760
C3 4.13150 -0.61900 0.07740
C4 2.78690 -0.87560 -0.29650
C5 2.39820 -2.19120 -0.63230
C6 3.34190 -3.19470 -0.67660
N1 1.88730 0.16490 -0.26040
N2 2.26050 1.32720 -0.51310
C7 1.42880 2.33360 -0.20180
C8 1.77930 3.67220 -0.39600
C9 0.94700 4.65690 0.10480
C10 -0.21550 4.26830 0.77230
C11 -0.54590 2.92400 0.86040
N3 0.23970 1.94530 0.39180
H1 5.41760 -3.71150 -0.42450
H2 6.06340 -1.44940 0.38200
H3 4.38560 0.36670 0.43910
H4 1.37420 -2.39270 -0.92640
H5 3.07290 -4.18810 -1.01010
H6 2.70920 3.90090 -0.89570
H7 1.20090 5.70400 -0.00020
H8 -0.85520 5.01160 1.22620
H9 -1.47110 2.62430 1.34060
N4 -4.46200 1.00400 -2.37300
C12 -3.90050 0.51120 -1.29360
C13 -2.47820 0.49530 -1.04860
N5 -1.97670 -0.04220 0.04690
C14 -2.78920 -0.58120 0.97080
C15 -4.17390 -0.53140 0.76510
N6 -4.64590 -0.00690 -0.31600
H10 -3.94580 1.36510 -3.16260
H11 -5.47130 0.95260 -2.47700
H12 -1.81770 0.93270 -1.78560
H13 -2.38750 -1.09480 1.83660
H14 -4.86800 -0.92760 1.49930
O1 1.26150 -2.73700 3.01650
N7 0.86610 -1.90000 2.31500
O2 1.38150 -0.73290 2.21250
O3 -0.11290 -2.01700 1.50950

Computed properties:
**E_HOMO (alpha / beta)**: -18.1 / -18.2 eV
**<S²>**: 0.799
**LUMO energy (alpha / beta)**: -14.410 / -14.008 eV
**Spin multiplicity**: 2
**HOMO-LUMO gap (alpha / beta)**: 3.74 / 4.17 eV
**Total charge**: +3
**Molecular weight**: 526.5 g/mol
**Maximum force**: 0.054 hartree/bohr
**ΔE to the lowest compared entry with this formula, charge and spin**: 5.7 kcal per mole

Here are the Mulliken charges for atoms 1 to 4, given in e: atom 1 (Re): 1.38, atom 2 (C): -0.33, atom 3 (C): -0.79, atom 4 (C): -0.17